[1]
Molecular formula: C21H30BrClN6O4Ta
Method: DFT, ωB97M-V with the def2-TZVPD basis set

Structure (XYZ):
```
64
Properties=species:S:1:pos:R:3:forces:R:3:lowdin_charge:R:1
Ta -0.2252 -0.2244 0.8019 0.26 -1.11 0.10 2.01
C -3.1177 -1.7695 -1.2578 -0.02 0.07 0.00 0.01
N -2.6301 -2.8155 -0.3734 0.00 0.03 -0.09 -0.05
C -3.5152 -3.8917 0.1032 -0.01 -0.05 0.08 -0.04
C -2.5495 -4.8056 0.8775 -0.05 -0.01 -0.06 -0.04
N -1.3250 -3.9886 0.9510 0.05 0.00 0.07 -0.05
C -0.1746 -4.4070 1.7361 0.06 -0.01 0.03 0.02
C -1.4422 -2.9212 0.1841 -0.02 -0.07 -0.01 -0.36
N -0.3982 -2.0193 -0.0621 -0.20 -0.28 0.13 -0.12
C 0.7320 -2.6322 -0.8095 0.06 0.08 0.04 -0.14
C 1.4936 -1.4674 -1.3870 -0.08 -0.11 0.09 -0.14
N 1.4205 -0.4084 -0.3434 0.20 0.13 -0.23 -0.11
C 2.4406 0.5405 -0.4476 -0.04 0.03 0.10 -0.35
N 3.2994 0.7581 0.5290 0.08 -0.03 0.05 -0.05
C 3.3249 0.1556 1.8531 -0.07 0.02 0.01 0.01
C 4.2335 1.8353 0.1599 -0.03 0.07 -0.04 -0.04
C 3.9202 2.0549 -1.3296 0.07 -0.01 0.02 -0.04
N 2.6830 1.2747 -1.5182 -0.06 0.03 -0.02 -0.04
C 1.8840 1.3936 -2.7279 -0.02 -0.03 -0.06 0.02
H -3.7613 -2.2198 -2.0106 0.02 -0.02 0.00 0.11
H -2.2853 -1.2807 -1.7575 0.01 -0.01 0.01 0.08
H -3.6956 -1.0300 -0.7012 0.00 -0.02 0.01 0.11
H -3.9838 -4.3900 -0.7425 0.01 0.00 -0.01 0.14
H -4.2973 -3.4705 0.7361 0.01 0.02 0.00 0.14
H -2.3391 -5.7388 0.3545 0.01 0.01 -0.01 0.15
H -2.9015 -5.0415 1.8794 0.00 0.01 0.01 0.14
H -0.5291 -4.8558 2.6622 -0.03 0.02 0.00 0.11
H 0.4424 -3.5465 1.9887 0.00 0.01 -0.02 0.08
H 0.4233 -5.1490 1.2053 -0.02 0.00 -0.02 0.11
H 0.3736 -3.3219 -1.5730 -0.01 0.06 -0.07 0.15
H 1.3625 -3.1845 -0.1108 -0.03 -0.06 -0.01 0.12
H 1.0109 -1.1192 -2.2999 0.03 0.05 -0.04 0.12
H 2.5270 -1.7244 -1.6167 0.01 -0.04 0.05 0.15
H 2.9258 -0.8560 1.8184 0.01 -0.01 -0.02 0.09
H 2.7567 0.7553 2.5678 0.03 0.01 0.00 0.10
H 4.3578 0.1070 2.1895 0.00 -0.03 0.00 0.11
H 5.2583 1.5162 0.3351 0.00 -0.02 -0.01 0.14
H 4.0353 2.7188 0.7685 -0.01 -0.01 0.01 0.14
H 4.7015 1.6737 -1.9874 0.00 -0.02 0.01 0.15
H 3.7429 3.1002 -1.5738 -0.03 0.00 0.00 0.14
H 1.9284 2.4258 -3.0708 0.00 0.01 0.03 0.11
H 0.8433 1.1505 -2.5205 -0.01 -0.02 0.02 0.09
H 2.2595 0.7523 -3.5262 0.02 -0.01 0.02 0.11
Cl -1.4440 1.6856 3.3546 -0.15 0.26 0.26 0.76
C -1.6509 0.0860 4.1508 0.03 -0.24 -0.04 -0.34
C -1.1296 -0.7105 2.9968 -0.12 0.24 0.21 -0.67
O -1.8703 -0.9915 2.0056 0.23 0.15 -0.18 -0.06
O 0.1476 -0.7771 2.7869 -0.10 0.32 -0.61 -0.11
H -2.7016 -0.0894 4.3550 -0.01 0.02 -0.01 0.11
H -1.0266 0.0315 5.0365 0.02 0.03 -0.01 0.11
Br 0.8373 6.9696 -0.8369 -0.08 -0.10 -0.01 0.85
C -0.3544 5.5337 -1.0793 0.17 0.25 0.02 -0.66
C -1.5146 5.7146 -1.8343 -0.06 -0.11 0.00 -0.04
C -2.4084 4.6635 -2.0255 0.01 0.04 -0.01 -0.01
C -2.1492 3.4273 -1.4721 0.03 -0.03 0.02 0.03
C -0.9792 3.2536 -0.7128 -0.15 -0.07 -0.04 -0.15
C -0.0798 4.3134 -0.5083 0.03 -0.09 0.05 -0.04
C -0.7036 1.9892 -0.1271 0.13 0.63 0.11 -0.49
O 0.3358 1.7535 0.6245 -0.14 0.10 0.04 -0.14
O -1.4634 0.9328 -0.2837 -0.02 -0.15 0.08 -0.11
H -1.7190 6.6840 -2.2699 0.00 0.01 0.00 0.13
H -3.3056 4.8241 -2.6068 0.00 0.00 0.00 0.13
H -2.8343 2.6017 -1.6072 -0.01 0.02 -0.01 0.13
H 0.8037 4.1717 0.0992 0.01 0.03 -0.01 0.12
```
Positions in Å, forces in eV/Å.

Calculated values
- orbital gap (eV) = 6.109
- energy relative to the best compared isomer or geometry (same formula, charge and spin) (kcal per mole) = 0.00
- total charge = +3
- spin multiplicity = 1
- LUMO energy (eV) = -10.39

=====

[2]
Molecular formula: C54H69NO3PReS2Si
Method: DFT, ωB97M-V with the def2-TZVPD basis set

Structure (XYZ):
```
132
Properties=species:S:1:pos:R:3:forces:R:3:lowdin_spin:R:1
Re -0.2349 -0.1653 -0.3885 -0.14 2.22 -3.74 1.05
O 0.6117 -0.3152 1.7369 -0.25 0.37 -1.54 0.01
S 0.7649 -0.8078 3.1453 0.30 0.10 1.49 0.00
C -0.1294 0.4097 4.2477 -0.08 -0.27 -0.29 0.00
C -0.4402 1.7085 3.5269 0.02 0.17 -0.22 0.00
C -1.8843 2.1715 3.7540 0.09 -0.15 -0.14 0.00
C -2.2894 3.2957 2.8145 0.08 0.04 -0.30 0.00
S -2.5068 2.7298 1.0468 -0.74 0.24 0.80 0.01
O -1.9227 1.3521 0.9922 0.21 -0.43 -0.03 0.05
C -4.2921 2.4239 1.0999 0.24 0.27 -0.12 0.00
C -5.1533 3.3881 0.6015 0.06 0.07 0.01 0.00
C -6.5132 3.1255 0.5527 -0.10 -0.04 0.04 0.00
C -6.9996 1.9046 0.9982 -0.03 -0.02 0.02 0.00
C -6.1305 0.9463 1.4971 0.03 0.02 0.02 0.00
C -4.7710 1.2060 1.5464 0.19 -0.12 0.00 0.00
C 2.4173 -0.3179 3.6837 -0.18 -0.12 -0.21 0.00
C 2.9091 -0.8948 4.8452 -0.13 -0.14 -0.05 0.00
C 4.1553 -0.5118 5.3109 -0.05 0.01 0.08 0.00
C 4.9034 0.4260 4.6114 -0.03 -0.03 -0.02 0.00
C 4.4038 0.9808 3.4446 0.02 -0.01 0.02 0.00
C 3.1522 0.6104 2.9788 -0.18 0.14 -0.05 0.00
H 0.5106 0.5331 5.1169 0.04 -0.09 0.02 0.00
H -1.0416 -0.1006 4.5509 0.03 -0.07 -0.02 0.00
H -0.3011 1.5400 2.4577 0.01 0.13 0.13 0.00
H 0.2570 2.4978 3.8149 0.02 -0.03 0.06 0.00
H -2.0118 2.5153 4.7857 -0.08 -0.02 -0.09 0.00
H -2.5642 1.3289 3.6047 -0.02 -0.03 0.07 0.00
H -1.5251 4.0721 2.7874 0.02 0.05 -0.05 0.00
H -3.2389 3.7421 3.1061 0.02 0.07 -0.06 0.00
H -4.7650 4.3304 0.2435 0.04 0.11 -0.08 0.00
H -7.1974 3.8632 0.1585 0.01 0.06 -0.02 0.00
H -8.0580 1.6907 0.9551 -0.05 0.04 -0.03 0.00
H -6.5072 -0.0075 1.8401 -0.02 -0.03 0.01 0.00
H -4.0731 0.4590 1.8912 0.04 -0.12 0.03 0.00
H 2.3230 -1.6371 5.3721 0.01 -0.06 0.08 0.00
H 4.5380 -0.9422 6.2247 0.05 -0.06 0.02 0.00
H 5.8797 0.7115 4.9761 0.04 0.03 0.00 0.00
H 4.9889 1.6882 2.8760 0.06 0.06 -0.02 0.00
H 2.7591 1.0208 2.0638 -0.07 0.05 -0.02 0.00
C -3.7868 -3.8053 -0.9506 0.15 0.03 0.08 0.00
C -2.9605 -2.5500 -1.2205 0.21 0.31 0.02 0.00
C -3.8320 -1.3260 -0.9277 0.15 0.03 0.03 0.00
C -2.4916 -2.5288 -2.6776 0.09 0.00 0.12 0.00
P -1.4391 -2.3107 -0.1116 0.07 -0.22 0.22 0.00
C -2.1255 -2.6217 1.5644 0.08 0.00 -0.15 0.00
C -2.5128 -3.8852 2.0082 0.04 -0.02 0.05 0.00
C -3.0778 -4.0535 3.2604 -0.01 -0.09 0.01 0.00
C -3.2861 -2.9592 4.0830 -0.02 0.04 0.01 0.00
C -2.9182 -1.6982 3.6484 -0.11 0.00 0.10 0.00
C -2.3297 -1.5303 2.4057 0.04 -0.05 -0.20 0.00
C -0.1376 -3.6743 -0.4113 -0.02 0.22 0.01 0.00
C -0.6653 -5.0691 -0.7482 -0.05 0.11 0.05 0.00
C 0.7181 -3.7358 0.8581 -0.11 0.04 -0.03 0.00
C 0.7430 -3.2299 -1.5869 -0.01 0.10 0.07 0.01
H -4.6429 -3.7917 -1.6254 -0.06 0.01 -0.07 0.00
H -4.1721 -3.8311 0.0665 -0.04 0.01 0.02 0.00
H -3.2306 -4.7179 -1.1413 -0.02 -0.09 0.00 0.00
H -4.6275 -1.2500 -1.6670 -0.13 -0.08 -0.08 0.00
H -3.2398 -0.4146 -0.9718 -0.13 0.06 0.05 0.00
H -4.2863 -1.4038 0.0590 -0.03 0.06 0.09 0.00
H -3.3193 -2.2832 -3.3423 -0.13 0.02 0.01 0.00
H -2.1120 -3.5032 -2.9761 0.12 -0.05 -0.07 0.00
H -1.7163 -1.7792 -2.8173 0.01 -0.06 -0.17 0.00
H -2.3831 -4.7493 1.3776 -0.01 -0.04 0.00 0.00
H -3.3695 -5.0392 3.5913 -0.01 -0.08 0.01 0.00
H -3.7427 -3.0847 5.0525 -0.04 -0.04 0.10 0.00
H -3.1098 -0.8463 4.2865 0.00 0.09 0.02 0.00
H -2.0379 -0.5483 2.0576 -0.03 0.13 0.01 0.00
H -1.2853 -5.4970 0.0339 -0.04 -0.06 -0.02 0.00
H 0.1863 -5.7374 -0.8810 0.08 -0.01 0.00 0.00
H -1.2177 -5.0610 -1.6838 -0.06 -0.09 -0.05 0.00
H 0.1599 -4.1435 1.7001 0.03 0.02 0.05 0.00
H 1.0807 -2.7434 1.1314 0.08 0.01 0.03 0.00
H 1.5845 -4.3740 0.6825 0.05 -0.03 -0.05 0.00
H 0.1753 -3.2291 -2.5145 0.02 0.05 -0.11 0.00
H 1.5752 -3.9248 -1.7010 0.02 -0.12 0.03 0.00
H 1.1559 -2.2295 -1.4351 0.05 -0.12 -0.07 0.01
C -3.4908 1.9021 -2.1928 0.06 0.01 -0.08 0.00
C -2.6856 1.3915 -3.3484 0.38 -0.32 0.60 -0.03
C -3.1292 1.5921 -4.6392 -0.02 0.00 -0.24 0.00
C -2.3785 1.1879 -5.7309 0.10 0.00 0.28 -0.03
C -1.1316 0.6149 -5.5241 -0.16 0.02 -0.30 0.00
C -0.6499 0.3722 -4.2570 -0.05 -0.07 0.81 -0.03
C 0.6785 -0.2862 -4.0548 -0.07 0.09 0.05 0.00
C -1.4545 0.7115 -3.1216 -0.80 0.96 -2.78 -0.01
N -1.0423 0.3710 -1.9086 2.14 -2.23 5.29 -0.15
H -3.6926 2.9640 -2.3267 -0.03 0.08 0.04 0.00
H -2.9380 1.7629 -1.2698 -0.10 -0.04 0.04 0.00
H -4.4487 1.3880 -2.1205 -0.06 -0.01 0.08 0.00
H -4.0799 2.0831 -4.7941 -0.08 0.05 0.01 0.00
H -2.7560 1.3369 -6.7301 0.01 0.04 -0.12 0.00
H -0.5227 0.3405 -6.3736 0.07 -0.03 -0.06 0.00
H 1.3717 -0.0280 -4.8525 0.02 0.01 -0.04 0.00
H 0.5501 -1.3700 -4.0589 0.10 -0.12 0.05 0.00
H 1.1145 0.0074 -3.1026 0.09 -0.09 -0.08 0.00
C 3.7187 4.1140 -0.3803 -0.04 -0.05 -0.08 0.00
C 2.5108 3.1907 -0.5233 0.43 -0.34 0.04 0.00
C 1.7005 3.2618 0.7733 0.07 -0.18 -0.14 0.00
C 1.5887 3.6664 -1.6508 0.10 -0.21 -0.04 0.00
Si 2.9937 1.3591 -0.9398 0.91 0.64 -0.13 0.01
O 1.6257 0.5680 -0.7248 -2.40 -1.48 0.63 0.07
C 4.2763 0.3410 0.0316 -0.31 0.44 -0.12 0.00
C 3.8869 -0.8927 0.5459 -0.11 -0.11 -0.16 0.00
C 4.8059 -1.7794 1.0768 0.06 -0.08 0.01 0.00
C 6.1506 -1.4470 1.0850 0.02 -0.06 0.11 0.00
C 6.5598 -0.2243 0.5779 0.18 0.07 0.05 0.00
C 5.6293 0.6603 0.0580 -0.02 0.07 0.08 0.00
C 3.7446 1.1542 -2.6802 -0.30 0.21 0.44 0.00
C 3.9588 -0.1570 -3.1060 -0.04 -0.02 0.04 0.00
C 4.5860 -0.4376 -4.3055 -0.04 -0.14 -0.01 0.00
C 5.0316 0.5988 -5.1108 -0.02 0.04 -0.05 0.00
C 4.8426 1.9075 -4.7012 0.10 0.03 -0.15 0.00
C 4.2095 2.1782 -3.4976 -0.03 0.11 -0.03 0.00
H 3.3842 5.1326 -0.1667 0.03 0.09 0.00 0.00
H 4.3205 4.1402 -1.2863 0.11 0.07 -0.04 0.00
H 4.3578 3.7945 0.4442 0.09 0.01 0.04 0.00
H 1.2787 4.2632 0.8898 -0.01 0.12 0.01 0.00
H 2.3183 3.0622 1.6476 0.00 -0.04 0.13 0.00
H 0.8762 2.5489 0.7380 -0.10 -0.06 0.14 0.00
H 1.2931 4.7044 -1.4841 -0.05 0.08 0.04 0.00
H 0.6904 3.0479 -1.6807 -0.14 0.02 -0.05 0.00
H 2.0616 3.6020 -2.6269 0.01 0.05 -0.14 0.00
H 2.8402 -1.1653 0.5105 -0.08 -0.03 0.04 0.00
H 4.4810 -2.7299 1.4815 -0.02 -0.04 -0.02 0.00
H 6.8754 -2.1413 1.4849 0.08 -0.03 0.03 0.00
H 7.6094 0.0353 0.5801 0.06 0.02 0.00 0.00
H 5.9607 1.6086 -0.3431 0.11 0.08 -0.09 0.00
H 3.6315 -0.9724 -2.4747 -0.01 -0.17 0.05 0.00
H 4.7325 -1.4652 -4.6094 0.02 -0.05 -0.02 0.00
H 5.5209 0.3860 -6.0507 0.05 0.00 -0.04 0.00
H 5.1941 2.7216 -5.3200 0.02 0.04 -0.02 0.00
H 4.0925 3.2115 -3.2039 -0.03 0.07 0.00 0.00
```
Positions in Å, forces in eV/Å.

Calculated values
- orbital gap (alpha / beta) (eV) = 6.778 / 6.899
- total charge = +1
- spin multiplicity = 2
- <S²> = 0.8139
- LUMO energy (alpha / beta) (eV) = -3.17 / -2.86